{
  "formula": "C14H36O14PbS4",
  "method": "wB97M-V/def2-TZVPD",
  "symbols": ["Pb", "O", "C", "C", "O", "H", "H", "H", "H", "O", "S", "O", "O", "C", "C", "C", "H", "H", "H", "H", "H", "H", "H", "H", "O", "S", "O", "O", "C", "C", "C", "H", "H", "H", "H", "H", "H", "H", "H", "O", "S", "O", "O", "C", "C", "C", "H", "H", "H", "H", "H", "H", "H", "H", "O", "S", "O", "O", "C", "C", "C", "H", "H", "H", "H", "H", "H", "H", "H"],
  "positions_angstrom": [[0.453, 0.805, 0.280], [-1.450, 1.963, -0.393], [-2.859, 1.820, -0.500], [-3.599, 2.873, -1.360], [-3.321, 4.204, -1.087], [-3.155, 1.946, 0.553], [-3.086, 0.778, -0.778], [-4.678, 2.832, -1.105], [-3.541, 2.823, -2.464], [0.497, -0.651, -1.667], [0.548, -1.391, -2.905], [0.401, -2.809, -2.967], [-0.479, -0.714, -3.949], [-0.944, -1.437, -5.108], [-2.419, -1.020, -5.318], [2.034, -0.894, -3.788], [-0.891, -2.497, -4.857], [-0.310, -1.233, -5.971], [-2.819, -1.587, -6.157], [-2.468, 0.059, -5.439], [-2.975, -1.317, -4.434], [2.792, -0.723, -3.029], [1.823, 0.047, -4.286], [2.273, -1.698, -4.479], [4.467, 0.929, -2.668], [4.173, 1.109, -1.275], [2.908, 0.641, -0.779], [5.316, 0.434, -0.391], [6.677, 0.395, -0.918], [7.604, 0.974, 0.105], [4.416, 2.846, -0.862], [6.689, 0.888, -1.888], [6.844, -0.674, -1.052], [7.662, 2.067, 0.063], [8.627, 0.877, -0.286], [7.563, 0.558, 1.105], [4.291, 3.017, 0.201], [3.663, 3.242, -1.545], [5.396, 3.130, -1.236], [-1.492, -0.658, 1.043], [-2.533, -1.495, 1.586], [-3.624, -0.905, 2.289], [-3.097, -2.575, 0.562], [-2.299, -2.913, -0.572], [-2.711, -1.970, -1.705], [-1.739, -2.633, 2.740], [-2.470, -3.945, -0.875], [-1.223, -2.877, -0.382], [-2.275, -0.973, -1.608], [-3.785, -1.804, -1.632], [-2.385, -2.359, -2.666], [-1.102, -3.228, 2.087], [-2.544, -3.211, 3.186], [-1.175, -2.085, 3.487], [-0.501, 2.237, 5.045], [-1.103, 1.561, 3.938], [-0.434, 1.569, 2.671], [-1.388, 0.029, 4.310], [-1.756, -0.385, 5.640], [-0.591, -0.397, 6.632], [-2.794, 2.155, 3.732], [-2.154, -1.387, 5.477], [-2.589, 0.157, 6.093], [-0.360, 0.618, 6.935], [0.260, -0.918, 6.188], [-0.864, -1.068, 7.448], [-3.567, 1.430, 3.977], [-3.017, 2.349, 2.681], [-2.811, 3.064, 4.327]],
  "forces_ev_per_a": [[-3.819, 2.007, -0.173], [3.204, -0.942, -0.231], [0.528, -0.166, 0.668], [-0.264, 3.053, 0.434], [0.686, -0.744, 0.437], [-0.801, 0.064, -0.161], [-0.366, 0.057, -0.218], [-0.247, -1.375, -0.021], [0.375, -1.334, -0.167], [-0.541, -0.877, -0.691], [0.521, 1.349, -3.037], [-0.140, -0.191, 0.827], [0.259, 0.101, 1.569], [-1.190, -0.487, 0.272], [1.188, -0.500, 0.261], [-0.246, -0.227, 1.030], [0.022, -0.038, -0.263], [0.084, 0.206, 0.111], [-0.038, 0.318, -0.200], [-0.253, -0.042, -0.209], [-0.113, 0.181, 0.040], [0.243, -0.235, -0.240], [-0.045, -0.043, -0.013], [0.118, 0.072, -0.011], [-0.061, 0.041, 0.219], [1.481, 0.570, 0.530], [0.747, 0.071, 0.008], [-1.181, 0.102, -0.261], [-0.410, -0.613, 0.389], [1.618, 1.028, -1.102], [-0.506, -1.188, -1.182], [0.230, 0.033, 0.059], [0.247, 0.091, -0.180], [-1.058, 0.098, 0.644], [0.020, -0.935, 0.142], [-0.250, 0.060, -0.028], [-0.238, 0.089, -0.076], [-0.081, 0.776, 0.529], [0.056, -0.044, 0.129], [-0.372, -0.685, -0.552], [0.560, -0.861, 2.294], [-0.173, 0.057, -0.760], [0.086, 0.619, 0.728], [0.442, 0.425, -1.748], [0.417, 0.179, 0.366], [-0.309, 0.321, -0.982], [-0.559, -0.038, 0.488], [-0.064, 0.320, 0.345], [0.137, -0.078, 0.195], [-0.077, -0.298, -0.399], [-0.279, -0.194, -0.066], [0.141, -0.270, 0.386], [0.105, -0.152, -0.036], [0.015, 0.103, -0.177], [0.034, -0.253, -0.049], [-1.827, 0.210, 0.215], [0.283, -0.441, 0.305], [0.621, 0.355, -0.279], [0.087, -0.454, 0.793], [-0.360, -0.752, -0.733], [0.287, 0.182, -0.493], [0.177, -0.074, -0.033], [0.006, 0.530, -0.554], [0.255, -0.169, 0.227], [0.200, 0.427, -0.163], [-0.197, 0.463, 0.332], [0.385, -0.170, 0.644], [0.572, 0.310, -0.072], [-0.371, 0.002, -0.055]],
  "homo_energy_ha": -0.131,
  "relative_energy_ev": 4.319,
  "gap_ha": 0.11745,
  "energy_ev": -92347.68710
}


{
  "formula": "C14H36O8S5",
  "method": "wB97M-V/def2-TZVPD",
  "symbols": ["C", "C", "C", "O", "C", "O", "O", "H", "H", "H", "H", "H", "H", "C", "S", "O", "C", "H", "H", "H", "H", "H", "H", "C", "S", "O", "C", "H", "H", "H", "H", "H", "H", "C", "S", "O", "C", "H", "H", "H", "H", "H", "H", "C", "S", "O", "C", "H", "H", "H", "H", "H", "H", "C", "S", "O", "C", "H", "H", "H", "H", "H", "H"],
  "positions_angstrom": [[19.362, -7.113, -8.449], [19.812, -8.397, -9.264], [20.608, -9.484, -8.550], [19.723, -10.610, -8.755], [18.731, -10.332, -9.651], [17.905, -11.196, -10.083], [18.682, -9.018, -9.832], [20.128, -6.700, -7.792], [18.473, -7.324, -7.855], [19.155, -6.329, -9.177], [20.473, -7.997, -10.033], [20.644, -9.214, -7.495], [21.614, -9.702, -8.908], [30.522, -9.999, 3.392], [30.465, -8.334, 2.620], [29.400, -7.591, 3.466], [29.675, -8.899, 1.085], [30.900, -10.710, 2.658], [29.527, -10.303, 3.716], [31.184, -9.832, 4.242], [30.309, -9.335, 0.314], [29.188, -8.091, 0.539], [28.889, -9.645, 1.203], [32.287, -13.398, -1.070], [32.482, -12.862, -2.770], [32.123, -11.415, -2.947], [34.301, -12.957, -3.033], [31.519, -12.873, -0.502], [33.170, -13.137, -0.486], [32.174, -14.482, -1.041], [34.566, -12.225, -3.795], [34.731, -13.927, -3.281], [34.906, -12.666, -2.175], [33.075, -8.255, -10.389], [31.345, -8.737, -10.052], [30.955, -9.542, -11.304], [31.670, -10.216, -8.886], [33.193, -7.462, -11.127], [33.474, -9.155, -10.856], [33.678, -8.099, -9.494], [32.267, -9.961, -8.010], [32.128, -11.040, -9.434], [30.697, -10.624, -8.614], [25.659, -12.021, -11.534], [25.857, -10.958, -13.056], [25.544, -11.827, -14.306], [24.475, -9.774, -12.703], [25.879, -11.318, -10.731], [26.498, -12.710, -11.635], [24.724, -12.582, -11.569], [24.460, -9.064, -13.530], [24.591, -9.296, -11.731], [23.519, -10.298, -12.708], [26.686, -10.803, -3.740], [25.085, -10.249, -4.474], [24.822, -11.051, -5.727], [23.975, -10.916, -3.179], [27.561, -10.499, -4.314], [26.614, -11.883, -3.617], [26.776, -10.334, -2.760], [24.143, -11.988, -3.282], [22.907, -10.783, -3.358], [24.331, -10.519, -2.229]],
  "forces_ev_per_a": [[0.137, -1.090, -0.666], [1.239, 2.695, 0.434], [-1.744, -0.080, 0.513], [0.340, -0.795, -0.359], [-2.953, -3.800, -0.056], [3.850, 4.034, 1.713], [-0.303, 0.082, -0.915], [0.241, -0.388, -0.028], [0.001, -0.010, -0.046], [-0.295, -0.070, 0.064], [-0.355, -0.083, -0.546], [0.103, -0.545, 0.154], [-0.244, 0.040, -0.250], [0.302, 0.714, -0.334], [-2.413, 0.184, 1.298], [1.822, -1.117, -1.697], [-0.842, -0.140, -1.120], [0.292, -0.012, 0.217], [-0.014, 0.321, -0.055], [-0.033, -0.498, -0.011], [0.826, 0.033, 0.457], [0.128, 0.496, 0.497], [-0.055, 0.015, 0.727], [1.202, 0.367, 1.156], [-0.216, 0.240, -1.568], [0.315, -0.600, 0.692], [0.722, 0.240, 0.833], [-0.550, -0.120, -0.758], [0.355, -0.123, -0.110], [-0.212, 0.107, -0.114], [-0.488, -0.167, -0.236], [-0.723, -0.236, -0.335], [-0.428, 0.296, 0.453], [0.379, -1.059, 0.033], [0.208, -2.929, -1.165], [0.177, 1.634, 1.368], [-0.034, 0.776, -0.299], [-0.497, 0.181, 0.322], [0.009, -0.094, -0.101], [-0.296, 0.370, 0.116], [-0.160, 0.109, 0.026], [0.338, 0.487, -0.441], [-0.134, 0.524, 0.161], [0.756, 0.630, -1.610], [-0.612, -1.457, -1.156], [0.095, 1.739, 2.481], [-0.166, -0.837, -0.524], [-0.507, -0.340, 0.326], [-0.074, -0.064, 0.135], [-0.061, 0.397, 0.337], [0.167, 0.095, 0.194], [0.371, 0.038, -0.144], [0.038, -0.206, -0.039], [-0.852, -0.150, 0.387], [-0.173, 0.161, -0.996], [0.320, 0.424, 1.130], [0.960, -0.705, -0.446], [-0.419, -0.066, -0.368], [0.234, -0.028, -0.112], [-0.120, 0.023, 0.077], [0.071, -0.162, 0.450], [0.285, 0.647, -0.208], [-0.307, -0.126, 0.066]],
  "homo_energy_ha": -0.317,
  "relative_energy_ev": 0.000,
  "gap_ha": 0.31769,
  "energy_ev": -85651.35086
}


{
  "formula": "C14H38ClO17S5",
  "method": "wB97M-V/def2-TZVPD",
  "symbols": ["Cl", "O", "O", "O", "O", "O", "S", "O", "O", "C", "C", "C", "H", "H", "H", "H", "H", "H", "H", "H", "O", "S", "O", "O", "C", "C", "C", "H", "H", "H", "H", "H", "H", "H", "H", "O", "S", "O", "O", "C", "C", "C", "H", "H", "H", "H", "H", "H", "H", "H", "O", "S", "O", "O", "C", "C", "C", "H", "H", "H", "H", "H", "H", "H", "H", "C", "S", "O", "C", "H", "H", "H", "H", "H", "H"],
  "positions_angstrom": [[-1.255, -2.299, -1.276], [-0.494, -1.249, -1.899], [-2.678, -1.976, -1.491], [-0.931, -3.570, -1.722], [-1.002, -2.371, 0.124], [-6.457, -4.599, -9.117], [-5.103, -5.119, -8.978], [-4.613, -6.334, -9.646], [-4.136, -3.792, -9.224], [-4.232, -2.616, -8.392], [-3.261, -1.643, -9.033], [-4.763, -5.251, -7.169], [-4.036, -2.850, -7.346], [-5.212, -2.169, -8.227], [-3.016, -0.909, -8.266], [-3.748, -1.131, -9.863], [-2.374, -2.104, -9.467], [-3.711, -5.221, -6.886], [-5.209, -6.226, -6.970], [-5.300, -4.480, -6.616], [-0.485, 6.754, -3.586], [-0.373, 5.493, -4.350], [0.030, 5.385, -5.755], [0.647, 4.525, -3.423], [2.028, 4.881, -3.583], [2.924, 3.568, -3.513], [-2.027, 4.594, -4.106], [2.401, 5.637, -2.891], [2.169, 5.267, -4.593], [3.978, 3.828, -3.614], [2.715, 2.811, -4.269], [2.842, 3.064, -2.550], [-1.971, 3.527, -3.891], [-2.614, 4.692, -5.019], [-2.424, 5.127, -3.242], [-3.068, 5.486, 3.434], [-2.572, 4.390, 4.257], [-1.890, 4.721, 5.510], [-3.853, 3.420, 4.595], [-3.687, 2.575, 5.765], [-3.775, 3.165, 7.235], [-1.373, 3.404, 3.271], [-2.788, 1.989, 5.572], [-4.309, 1.705, 5.554], [-3.524, 4.226, 7.251], [-3.334, 2.556, 8.025], [-4.802, 3.188, 7.597], [-1.045, 2.547, 3.858], [-0.628, 4.022, 2.769], [-2.089, 2.948, 2.587], [3.291, 0.647, 9.658], [3.503, 0.149, 8.302], [4.839, -0.065, 7.786], [2.577, -1.249, 8.259], [2.684, -2.105, 7.088], [1.208, -2.629, 6.909], [2.470, 1.165, 7.309], [3.459, -2.808, 7.391], [3.062, -1.445, 6.307], [1.144, -3.235, 6.005], [0.613, -1.728, 6.760], [0.888, -3.179, 7.794], [1.480, 0.911, 7.687], [2.756, 0.856, 6.304], [2.842, 2.188, 7.367], [7.663, -3.488, 1.098], [7.504, -4.485, -0.412], [8.103, -5.814, -0.066], [5.723, -4.415, -0.779], [8.676, -3.313, 1.459], [7.184, -4.010, 1.927], [7.036, -2.604, 0.982], [5.037, -4.367, 0.067], [5.171, -5.119, -1.402], [5.513, -3.446, -1.233]],
  "forces_ev_per_a": [[-2.588, 2.664, 1.400], [0.627, -0.073, -0.284], [0.978, -0.565, -0.095], [0.732, -3.134, -2.856], [0.271, 1.151, 1.842], [1.202, -1.295, -0.312], [0.564, 1.454, 1.840], [-0.803, 2.925, 0.819], [-0.659, -1.826, -0.817], [0.234, -0.121, 0.397], [-0.495, 0.444, 0.195], [-0.765, -0.793, -0.777], [1.035, -0.329, -0.101], [-0.529, -0.222, -1.172], [0.324, 0.140, -0.208], [-0.092, 0.066, 0.049], [0.003, -0.184, 0.517], [-0.028, -0.167, -0.503], [0.157, 0.007, 0.445], [-0.127, -0.094, -0.332], [0.333, -1.918, -2.132], [-0.432, -0.776, 1.313], [-0.459, 0.704, 2.139], [-1.144, 1.058, -0.986], [1.562, -1.836, -1.054], [-0.579, 0.819, 0.518], [1.246, 0.566, 0.180], [-0.503, -0.118, 0.330], [-0.029, 0.177, -0.022], [-0.009, 0.290, -0.083], [-0.372, 0.352, -0.160], [-0.220, 0.138, 0.101], [0.673, 0.133, 0.042], [0.187, 0.476, 0.099], [-0.251, -0.087, -0.270], [0.316, -1.925, 0.901], [1.187, 1.914, 0.790], [-0.998, -0.521, -1.347], [1.048, 1.086, 0.227], [0.831, -1.503, 0.505], [-1.471, 0.190, -1.267], [-2.492, -0.654, 0.311], [0.953, 0.667, 0.572], [-1.196, 0.592, 0.376], [0.757, -0.356, 0.072], [0.858, 0.077, -0.548], [-0.478, -0.154, -0.512], [0.510, 0.490, 0.220], [-0.216, -0.025, 0.408], [0.393, 0.092, -0.744], [0.693, -0.908, -1.556], [-0.890, -0.786, 2.717], [-1.423, 0.055, 0.092], [1.338, 1.968, 0.475], [-0.874, 0.364, 1.045], [1.917, 0.586, -0.536], [1.398, -0.433, -0.794], [-0.285, -0.476, -0.629], [-0.226, -0.595, -0.604], [-0.109, -0.136, 0.133], [-0.230, -0.191, 0.110], [0.047, 0.082, -0.139], [0.005, 0.573, -0.509], [-0.916, -0.122, -0.334], [-0.457, 0.021, 0.512], [-1.793, -0.348, 0.667], [1.837, 0.003, -0.869], [-1.071, 0.217, 0.025], [-1.708, 0.717, 1.191], [0.082, 0.100, -0.921], [-0.133, -0.435, -0.047], [0.492, 0.384, -0.167], [0.399, -0.219, 0.749], [1.225, -0.592, -0.352], [0.639, 0.175, -0.279]],
  "homo_energy_ha": -0.222,
  "relative_energy_ev": 5.250,
  "gap_ha": 0.27731,
  "energy_ev": -116628.43267,
  "charge": -1
}